(1)
{
  "formula": "C4H7NO2",
  "method": "ωB97M-V/def2-TZVPD",
  "elements": ["C", "C", "C", "O", "C", "N", "O", "H", "H", "H", "H", "H", "H", "H"],
  "positions_angstrom": [[0.736, 0.258, 1.853], [-0.134, 0.156, 0.550], [0.665, 0.788, -0.510], [1.847, 0.567, -0.638], [-0.386, -1.008, -0.742], [-1.478, -0.644, -1.528], [0.281, -1.977, -0.989], [1.416, -0.579, 1.969], [1.387, 1.146, 1.752], [0.172, 0.416, 2.785], [-1.153, 0.503, 0.740], [0.064, 1.397, -1.197], [-1.670, 0.308, -1.821], [-1.748, -1.331, -2.224]],
  "lumo_ev": 0.493,
  "orbital_gap_ev": 10.07,
  "homo_ha": -0.352,
  "smiles": "C[C@@H](C=O)C(N)=O",
  "total_energy_ha": -361.79049
}

---

(2)
{
  "formula": "C4H7NO2",
  "method": "ωB97M-V/def2-TZVPD",
  "elements": ["C", "C", "N", "O", "C", "C", "O", "H", "H", "H", "H", "H", "H", "H"],
  "positions_angstrom": [[-1.765, 0.020, 0.030], [-0.313, -0.298, -0.348], [0.134, 0.308, -1.540], [-0.028, -1.629, -0.081], [0.722, -0.789, 0.782], [2.192, 0.918, 0.129], [2.586, 1.336, 1.110], [-1.845, 0.035, 1.117], [-2.149, 0.969, -0.365], [-2.430, -0.780, -0.328], [-0.359, 1.177, -1.730], [0.367, -0.622, 1.805], [1.765, -1.168, 0.840], [1.123, 0.525, -1.421]],
  "lumo_ev": 0.783,
  "orbital_gap_ev": 9.85,
  "homo_ha": -0.333,
  "total_energy_ha": -361.75365
}

---

(3)
{
  "formula": "C4H7NO2",
  "method": "ωB97M-V/def2-TZVPD",
  "elements": ["C", "C", "C", "N", "C", "O", "O", "H", "H", "H", "H", "H", "H", "H"],
  "positions_angstrom": [[1.620, -0.341, 0.245], [0.382, -0.766, -1.012], [-0.366, -0.163, 0.942], [-1.303, 0.615, 0.239], [-1.270, 0.868, -1.106], [-2.013, 1.564, -1.737], [-0.176, 0.250, -1.670], [2.023, 0.572, -0.190], [2.197, -1.187, -0.112], [1.880, -0.282, 1.317], [-0.306, -1.565, -0.725], [-0.026, 0.368, 1.833], [-0.714, -1.155, 1.229], [-1.926, 1.223, 0.747]],
  "lumo_ev": [0.425, 0.425],
  "orbital_gap_ev": [8.42, 8.42],
  "homo_ha": [-0.294, -0.294],
  "total_energy_ha": -361.65668
}

---

(4)
{
  "formula": "C4H7NO2",
  "method": "ωB97M-V/def2-TZVPD",
  "elements": ["H", "N", "C", "C", "O", "C", "C", "O", "H", "H", "H", "H", "H", "H"],
  "positions_angstrom": [[-0.766, -2.229, -2.041], [-0.701, -1.244, -2.299], [-0.510, -0.527, -1.282], [-0.371, 0.977, -1.272], [-0.040, 1.296, 0.064], [-0.224, 0.157, 0.873], [0.985, -0.055, 1.749], [-0.390, -0.959, -0.002], [0.431, 1.304, -1.939], [-1.307, 1.456, -1.586], [-1.149, 0.251, 1.459], [0.864, -0.953, 2.362], [1.125, 0.809, 2.403], [1.867, -0.165, 1.111]],
  "lumo_ev": 0.918,
  "orbital_gap_ev": 11.14,
  "homo_ha": -0.376,
  "smiles": "[H]/N=C1/CO[C@H](C)O1",
  "total_energy_ha": -361.83912
}

---

(5)
{
  "formula": "C4H7NO2",
  "method": "ωB97M-V/def2-TZVPD",
  "elements": ["H", "N", "C", "C", "O", "C", "C", "O", "H", "H", "H", "H", "H", "H"],
  "positions_angstrom": [[-1.347, 1.908, 1.081], [-0.623, 1.227, 1.313], [-0.754, 0.205, 0.583], [-1.775, -0.048, -0.499], [0.097, -0.865, 0.715], [1.486, -0.566, 0.615], [1.711, -0.182, -0.845], [1.823, 0.953, -1.225], [-2.704, -0.451, -0.085], [-2.001, 0.883, -1.024], [-1.377, -0.772, -1.213], [1.793, 0.238, 1.288], [2.003, -1.499, 0.859], [1.668, -1.031, -1.562]],
  "lumo_ev": 0.778,
  "orbital_gap_ev": 10.56,
  "homo_ha": -0.359,
  "smiles": "[H]/N=C(\\C)OCC=O",
  "total_energy_ha": -361.81183
}

---

(6)
{
  "formula": "C4H7NO2",
  "method": "ωB97M-V/def2-TZVPD",
  "elements": ["C", "C", "C", "N", "C", "O", "O", "H", "H", "H", "H", "H", "H", "H"],
  "positions_angstrom": [[1.555, 0.482, -0.584], [0.188, -0.158, -0.690], [-0.182, -0.905, 0.578], [-1.101, -0.021, 1.318], [-1.464, 1.011, 0.405], [-2.216, 1.925, 0.582], [-0.828, 0.832, -0.809], [1.617, 1.106, 0.314], [1.730, 1.113, -1.457], [2.331, -0.289, -0.536], [0.116, -0.834, -1.544], [0.579, -1.331, 1.218], [-0.826, -1.876, 0.266], [-1.499, -1.055, 0.938]],
  "lumo_ev": 0.458,
  "orbital_gap_ev": 10.79,
  "homo_ha": -0.380,
  "total_energy_ha": -361.76502
}

---

(7)
{
  "formula": "C4H7NO2",
  "method": "ωB97M-V/def2-TZVPD",
  "elements": ["C", "C", "C", "N", "C", "O", "O", "H", "H", "H", "H", "H", "H", "H"],
  "positions_angstrom": [[-1.624, -0.916, -0.126], [-0.276, -0.284, -0.048], [0.054, 1.126, 0.370], [1.476, 1.142, 0.126], [1.926, -0.090, 0.466], [2.971, -0.592, 0.727], [0.717, -1.026, 0.355], [-2.072, -0.873, 0.875], [-1.541, -1.964, -0.420], [-2.277, -0.379, -0.817], [0.284, 0.133, -1.508], [-0.179, 1.204, 1.442], [-0.477, 1.903, -0.181], [1.020, 0.617, -1.261]],
  "lumo_ev": -0.078,
  "orbital_gap_ev": 9.46,
  "homo_ha": -0.351,
  "total_energy_ha": -361.73604
}

---

(8)
{
  "formula": "C4H7NO2",
  "method": "ωB97M-V/def2-TZVPD",
  "elements": ["C", "N", "C", "O", "H", "H", "H", "C", "C", "O", "H", "H", "H", "H"],
  "positions_angstrom": [[-0.404, 0.021, -1.544], [-1.054, -0.930, -1.009], [-0.344, -2.089, -0.659], [0.706, -2.100, -0.061], [0.655, -0.056, -1.812], [-0.916, 0.963, -1.748], [-0.882, -3.014, -0.920], [1.177, 0.778, 1.159], [0.094, 1.534, 0.998], [-1.197, 1.172, 1.214], [2.157, 1.173, 0.920], [1.124, -0.253, 1.498], [0.144, 2.559, 0.640], [-1.240, 0.212, 1.334]],
  "lumo_ev": 0.201,
  "orbital_gap_ev": 9.28,
  "homo_ha": -0.334,
  "smiles": "C=NC=O.C=CO",
  "total_energy_ha": -361.78318
}

---

(9)
{
  "formula": "C4H7NO2",
  "method": "ωB97M-V/def2-TZVPD",
  "elements": ["O", "N", "C", "C", "O", "C", "C", "H", "H", "H", "H", "H", "H", "H"],
  "positions_angstrom": [[0.791, -2.257, 0.634], [0.135, -1.722, -0.519], [-0.042, -0.335, -0.302], [0.295, 0.509, 0.677], [0.932, 0.407, 1.860], [-0.342, 1.710, 0.034], [-0.794, 0.713, -1.087], [0.195, -2.969, 0.903], [0.808, -1.868, -1.271], [1.163, -0.533, 1.944], [-1.159, 2.188, 0.585], [0.363, 2.477, -0.307], [-1.880, 0.568, -1.134], [-0.421, 0.947, -2.091]],
  "lumo_ev": 0.800,
  "orbital_gap_ev": 8.70,
  "homo_ha": -0.290,
  "smiles": "ONC1=C(O)CC1",
  "total_energy_ha": -361.74454
}

---

(10)
{
  "formula": "C4H7NO2",
  "method": "ωB97M-V/def2-TZVPD",
  "elements": ["C", "C", "N", "O", "C", "C", "O", "H", "H", "H", "H", "H", "H", "H"],
  "positions_angstrom": [[-2.296, -0.436, -0.151], [-0.916, -0.128, 0.043], [-0.822, 1.182, 0.235], [0.083, -1.008, 0.130], [1.334, -0.517, 0.592], [2.116, 0.143, -0.531], [3.108, 0.795, -0.335], [-2.683, -1.392, 0.198], [-2.641, -0.178, -1.153], [-2.085, 1.044, 0.198], [0.001, 1.723, -0.046], [1.198, 0.192, 1.417], [1.894, -1.385, 0.952], [1.710, -0.034, -1.550]],
  "lumo_ev": 0.522,
  "orbital_gap_ev": 8.99,
  "homo_ha": -0.311,
  "smiles": "C=C(N)OCC=O",
  "total_energy_ha": -361.71645
}

---

(11)
{
  "formula": "C4H7NO2",
  "method": "ωB97M-V/def2-TZVPD",
  "elements": ["O", "C", "C", "N", "C", "C", "O", "H", "H", "H", "H", "H", "H", "H"],
  "positions_angstrom": [[1.366, 1.760, 0.085], [0.431, 0.733, -0.031], [-0.646, 1.072, -0.911], [-0.502, -1.306, -0.488], [0.813, -0.764, -0.363], [-1.124, -1.404, 0.711], [-0.649, -1.031, 1.797], [1.751, 1.727, 0.971], [-0.036, 0.497, 0.976], [-1.078, 2.071, -0.832], [-0.945, 0.451, -1.742], [1.398, -1.166, 0.470], [1.369, -0.839, -1.301], [-2.150, -1.802, 0.657]],
  "lumo_ev": [-1.916, -1.202],
  "orbital_gap_ev": [7.27, 8.39],
  "homo_ha": [-0.338, -0.353],
  "total_energy_ha": -361.70495
}

---

(12)
{
  "formula": "C4H7NO2",
  "method": "ωB97M-V/def2-TZVPD",
  "elements": ["O", "C", "C", "C", "C", "N", "O", "H", "H", "H", "H", "H", "H", "H"],
  "positions_angstrom": [[1.284, -1.590, 0.079], [1.073, -0.418, 0.289], [-0.263, 0.087, 0.662], [-0.565, 1.566, 0.437], [-0.535, 0.656, -0.683], [-0.610, 0.517, -1.931], [-0.353, -0.772, -2.354], [1.836, 0.363, 0.119], [-1.003, -0.564, 1.116], [-1.572, 1.861, 0.707], [0.208, 2.313, 0.600], [-0.540, -0.711, -3.301], [0.394, -1.450, 2.417], [0.646, -1.857, 1.844]],
  "lumo_ev": 0.579,
  "orbital_gap_ev": 10.41,
  "homo_ha": -0.361,
  "smiles": "O=C[C@H]1C/C1=N/O.[H][H]",
  "total_energy_ha": -361.66171
}

---

(13)
{
  "formula": "C4H7NO2",
  "method": "ωB97M-V/def2-TZVPD",
  "elements": ["C", "C", "C", "C", "N", "O", "O", "H", "H", "H", "H", "H", "H", "H"],
  "positions_angstrom": [[0.856, 1.243, -0.583], [0.501, 0.112, 0.015], [1.428, -1.014, 0.363], [-0.955, -0.191, 0.113], [-1.794, 0.813, 0.569], [-1.214, -1.046, -1.043], [-1.331, -1.460, 0.405], [0.118, 1.960, -0.937], [1.894, 1.456, -0.802], [2.464, -0.700, 0.224], [1.283, -1.350, 1.394], [1.228, -1.875, -0.286], [-2.779, 0.604, 0.649], [-1.573, 1.758, 0.296]],
  "lumo_ev": 0.929,
  "orbital_gap_ev": 10.66,
  "homo_ha": -0.357,
  "smiles": "C=C(C)C1(N)OO1",
  "total_energy_ha": -361.71657
}

---

(14)
{
  "formula": "C4H7NO2",
  "method": "ωB97M-V/def2-TZVPD",
  "elements": ["H", "N", "C", "C", "O", "C", "C", "O", "H", "H", "H", "H", "H", "H"],
  "positions_angstrom": [[2.688, 1.545, 0.172], [2.615, 0.587, -0.167], [1.446, 0.146, -0.010], [0.968, -1.236, -0.383], [-0.429, -1.195, -0.182], [-0.758, -0.036, 0.545], [-1.932, 0.653, -0.103], [0.389, 0.817, 0.516], [1.179, -1.449, -1.434], [1.449, -1.996, 0.246], [-0.957, -0.289, 1.598], [-2.205, 1.554, 0.453], [-2.787, -0.029, -0.125], [-1.665, 0.926, -1.128]],
  "lumo_ev": 0.920,
  "orbital_gap_ev": 11.15,
  "homo_ha": -0.376,
  "smiles": "[H]/N=C1/CO[C@H](C)O1",
  "total_energy_ha": -361.83924
}

---

(15)
{
  "formula": "C4H7NO2",
  "method": "ωB97M-V/def2-TZVPD",
  "elements": ["C", "C", "C", "N", "C", "O", "O", "H", "H", "H", "H", "H", "H", "H"],
  "positions_angstrom": [[-1.715, -1.375, -0.180], [1.014, -0.732, -0.042], [0.419, 0.658, 0.155], [1.286, 1.701, 0.275], [-0.924, 0.863, 0.185], [0.454, -1.379, -1.094], [-1.887, -0.107, 0.045], [2.246, 1.546, 0.016], [0.954, 2.651, 0.198], [-0.797, -1.946, -0.015], [-2.626, -1.838, -0.548], [0.849, -1.241, 0.945], [2.115, -0.638, -0.107], [-1.390, 1.837, 0.166]],
  "lumo_ev": -0.273,
  "orbital_gap_ev": 7.76,
  "homo_ha": -0.295,
  "total_energy_ha": -361.68549
}

---

(16)
{
  "formula": "C4H7NO2",
  "method": "ωB97M-V/def2-TZVPD",
  "elements": ["O", "C", "C", "N", "C", "C", "O", "H", "H", "H", "H", "H", "H", "H"],
  "positions_angstrom": [[-0.231, 0.884, -2.130], [-0.728, 0.635, -0.863], [-1.206, -0.617, -0.572], [0.014, -1.550, 1.116], [1.155, -0.902, 1.237], [1.111, 0.716, 0.088], [1.895, 1.485, -0.271], [0.365, 1.645, -2.083], [-1.142, 1.498, -0.336], [-1.989, -0.764, 0.154], [-1.028, -1.407, -1.298], [0.130, -2.330, 0.473], [2.087, -1.273, 0.791], [1.304, -0.294, 2.133]],
  "lumo_ev": 0.654,
  "orbital_gap_ev": 9.46,
  "homo_ha": -0.323,
  "total_energy_ha": -361.70901
}

---

(17)
{
  "formula": "C4H7NO2",
  "method": "ωB97M-V/def2-TZVPD",
  "elements": ["O", "C", "C", "N", "C", "C", "O", "H", "H", "H", "H", "H", "H", "H"],
  "positions_angstrom": [[1.130, -0.139, -1.596], [0.782, 0.029, 1.006], [0.163, 1.199, 0.361], [-0.546, 0.602, -0.730], [-1.041, -0.693, -0.323], [0.025, -1.151, 0.691], [0.138, -2.299, 1.098], [1.774, -0.486, -0.963], [1.540, 0.080, 1.777], [-0.588, 1.663, 1.031], [0.841, 1.979, 0.010], [-1.061, 1.173, -1.387], [-1.146, -1.369, -1.171], [-2.009, -0.587, 0.195]],
  "lumo_ev": [-0.052, -1.430],
  "orbital_gap_ev": [9.23, 7.27],
  "homo_ha": [-0.341, -0.320],
  "total_energy_ha": -361.68152
}

---

(18)
{
  "formula": "C4H7NO2",
  "method": "ωB97M-V/def2-TZVPD",
  "elements": ["C", "C", "C", "O", "C", "N", "O", "H", "H", "H", "H", "H", "H", "H"],
  "positions_angstrom": [[-0.533, -1.225, 0.651], [-0.611, 0.123, -0.238], [-1.289, 1.607, -0.168], [-2.389, 1.899, -0.566], [0.835, 0.462, 0.070], [1.813, -0.162, -0.642], [0.995, 1.011, 1.142], [0.308, -1.313, 1.378], [-1.455, -1.394, 1.186], [-0.302, -2.022, -0.075], [-1.014, -0.236, -1.203], [-0.522, 2.401, 0.031], [1.546, -0.693, -1.453], [2.618, -0.458, -0.112]],
  "lumo_ev": 0.582,
  "orbital_gap_ev": 10.27,
  "homo_ha": -0.356,
  "smiles": "C[C@@H](C=O)C(N)=O",
  "total_energy_ha": -361.80390
}

---

Maximum force
In order: 1.39; 2.18; 3.06; 0.38; 0.51; 4.83; 0.57; 0.53; 0.34; 0.43; 0.42; 1.02; 1.36; 0.43; 1.78; 1.26; 1.67; 1.18
Unit: eV/A
Relative energy (zero: lowest compared OMol25 entry of this formula, charge and spin)
In order: 237.3; 334.0; 588.6; 109.6; 181.2; 304.1; 380.2; 256.5; 357.9; 431.6; 461.8; 575.4; 431.3; 109.3; 512.9; 451.2; 523.3; 202.1
Unit: kJ/mol